Record 1
Below is C23H43IN4O3 as an isolated structure in a non-equilibrium geometry, with properties calculated with ωB97M-V with the def2-TZVPD basis set.

Geometry as XYZ:
```
74
Properties=species:S:1:pos:R:3:mulliken_charge:R:1
C -2.3019 0.3149 0.5002 -0.933
C -2.3346 0.7194 -0.9851 0.074
C -2.4376 -0.4447 -1.9581 -1.289
C -1.4138 -1.5677 -1.7464 -0.876
C 0.0115 -1.0556 -1.4388 0.375
C 1.0953 -1.9210 -2.1068 -1.526
C 2.3230 -2.3089 -1.2817 -0.204
C 3.2759 -1.2000 -0.8443 -0.336
I 2.6345 0.1546 0.6921 0.109
C 4.2852 -2.0620 -0.1074 0.128
O 5.4706 -2.0139 -0.1394 -0.602
N 3.5400 -3.0211 0.6161 -0.266
C 2.1671 -3.1463 -0.0049 0.305
C 1.9202 -4.6302 -0.1805 -0.170
C 1.6440 -5.2283 -1.4098 -0.213
C 1.4707 -6.6092 -1.4626 -0.675
C 1.5698 -7.3344 -0.2802 -0.266
N 1.8016 -6.7862 0.9127 -0.620
C 1.9675 -5.4665 0.9414 -0.268
H -3.2950 0.4339 0.9302 0.507
H -2.0213 -0.7206 0.6545 0.247
H -1.6453 0.9712 1.0580 -0.028
H -1.4802 1.3485 -1.2122 -0.204
H -3.2087 1.3529 -1.1252 0.640
H -2.2966 -0.0602 -2.9686 0.366
H -3.4364 -0.8781 -1.9267 0.352
H -1.3693 -2.1485 -2.6653 0.542
H -1.7133 -2.2298 -0.9379 0.258
H 0.1228 -0.0391 -1.8022 0.198
H 0.1473 -1.0167 -0.3644 0.038
H 0.6560 -2.8152 -2.5381 0.399
H 1.4834 -1.3586 -2.9568 0.378
H 2.9010 -2.9636 -1.9435 0.631
H 3.6827 -0.6997 -1.7120 0.659
H 4.0509 -3.8851 0.4524 0.381
H 1.4020 -2.7231 0.6422 0.314
H 1.5666 -4.6367 -2.3066 0.366
H 1.2614 -7.0941 -2.4013 0.412
H 1.4530 -8.4086 -0.3125 0.354
H 2.1680 -5.0195 1.9069 0.451
C -0.5591 6.9606 -3.0327 -1.402
C -1.2937 5.8887 -3.8327 0.369
C -1.8205 4.7234 -2.9839 -0.752
O -0.8391 3.7995 -2.5569 -0.295
C -0.0849 4.1946 -1.4259 -0.646
N -0.4272 5.4346 -4.9245 -0.743
H 0.4549 6.6555 -2.7771 0.288
H -0.4791 7.8746 -3.6202 0.344
H -1.0894 7.1995 -2.1086 0.344
H -2.1702 6.3641 -4.2828 0.411
H -2.5094 4.1421 -3.6025 0.323
H -2.3953 5.0903 -2.1225 0.414
H -0.6919 4.7686 -0.7197 0.317
H 0.7943 4.7762 -1.7116 0.258
H 0.2629 3.2871 -0.9305 0.166
H -0.9526 4.8170 -5.5366 0.272
H 0.2921 4.8392 -4.5228 0.324
C -0.9685 0.2095 6.4752 -1.435
C -0.2390 -0.5228 5.3526 0.323
C 0.1996 0.3833 4.1945 -0.639
O -0.8385 0.7869 3.3255 -0.018
C -1.6309 1.8649 3.7857 -0.838
N -1.0705 -1.6413 4.8978 -0.727
H -2.0048 0.4240 6.2163 0.287
H -0.9847 -0.4071 7.3732 0.364
H -0.4739 1.1511 6.7220 0.334
H 0.6758 -0.9432 5.7806 0.423
H 0.8951 -0.1857 3.5708 0.114
H 0.7471 1.2614 4.5643 0.390
H -1.0353 2.5862 4.3529 0.367
H -2.4658 1.5177 4.3986 0.232
H -2.0444 2.3648 2.9097 0.258
H -0.5408 -2.2099 4.2429 0.244
H -1.8303 -1.2573 4.3419 0.320
```

Computed properties:
2S+1 ... 1
Lowest unoccupied orbital energy ... 0.00842 Eh
Highest occupied orbital energy ... -9.30 eV
Max |F| ... 1.395 eV/A

---

Record 2
Below is C23H43N2OP3PtS as an isolated structure in a non-equilibrium geometry, with properties calculated with ωB97M-V with the def2-TZVPD basis set.

Geometry as XYZ:
```
74
Properties=species:S:1:pos:R:3:mulliken_charge:R:1
Pt -0.0229 -0.0776 0.0506 2.315
P -2.3047 -1.0821 -0.0169 0.517
P 1.4283 -1.8827 0.0118 0.780
P 0.2340 0.2876 -2.2685 0.432
H 0.5858 9.0382 0.8750 0.379
C 0.0219 8.8235 -0.0446 -0.750
C -1.3139 8.6883 -0.0204 -0.472
H -1.8615 8.7694 0.9303 0.347
C -3.2852 -0.8804 1.5130 -1.246
C -2.2952 -2.8877 -0.3706 -1.184
C -3.3992 -0.3288 -1.2585 -0.983
C 3.1634 -1.2825 0.0908 -1.262
C 1.4531 -3.1202 1.3765 -1.279
C 1.4668 -3.0597 -1.4094 -1.451
C -0.5120 1.8414 -2.8795 -1.114
C -0.5008 -0.9762 -3.3723 -1.133
C 1.9514 0.3836 -2.9016 -1.285
H 0.5859 8.9432 -0.9815 0.337
H -1.9185 8.6763 -0.9362 0.296
H -3.0556 0.0860 1.9871 0.349
H -3.0792 -1.6947 2.2267 0.499
H -4.3554 -0.8971 1.2524 0.522
H -1.5700 -3.4059 0.2826 0.268
H -2.0351 -3.0553 -1.4279 0.352
H -3.3063 -3.2854 -0.1800 0.537
H -3.5627 0.7258 -1.0099 0.364
H -4.3633 -0.8572 -1.2149 0.544
H -2.9861 -0.4131 -2.2699 0.186
H 3.8719 -2.1217 0.0769 0.476
H 3.3017 -0.7172 1.0183 0.359
H 3.3858 -0.6125 -0.7467 0.307
H 2.1369 -3.9482 1.1337 0.598
H 0.4518 -3.5390 1.5403 0.300
H 1.7900 -2.6610 2.3128 0.343
H 2.1578 -3.8858 -1.1898 0.566
H 1.7911 -2.5873 -2.3396 0.405
H 0.4748 -3.4955 -1.5669 0.402
H -0.3478 1.9182 -3.9634 0.565
H -0.0580 2.7041 -2.3771 0.347
H -1.5860 1.8544 -2.6681 0.298
H -0.0847 -0.8248 -4.3814 0.509
H -1.5884 -0.8647 -3.4225 0.378
H -0.2529 -1.9908 -3.0396 0.217
H 1.9222 0.7046 -3.9508 0.571
H 2.4663 -0.5841 -2.8513 0.381
H 2.5365 1.1147 -2.3276 0.334
C -0.2757 3.4472 0.3175 1.660
C 1.1028 3.5350 0.0356 -0.731
C 1.7092 4.7822 -0.1037 -1.120
C 0.9604 5.9377 0.1356 -0.219
C -0.3870 5.8407 0.5087 -0.298
C -1.0206 4.6203 0.5778 -1.084
S -1.2217 2.0221 0.3309 -0.205
H 0.7047 1.3817 -0.4891 -0.710
H 1.7096 2.6419 -0.1058 0.667
H 2.7635 4.8422 -0.3878 0.463
H 1.4186 6.9233 0.0428 0.472
H -0.9690 6.7394 0.6943 0.315
H -2.0810 4.5407 0.8025 0.529
N 0.9664 -1.6925 7.0688 -0.259
C 1.4707 -0.6278 6.3611 0.528
O 2.2533 0.1783 6.8539 -0.175
C 0.9627 -0.4660 4.9679 1.035
C 1.5385 0.5196 4.1504 -0.766
C 1.1501 0.6642 2.8219 -0.671
N 0.2747 -0.1880 2.2509 -0.032
C -0.3233 -1.1158 3.0269 -0.866
C -0.0455 -1.2375 4.3897 -1.103
H 1.3796 -1.8661 7.9726 0.293
H 0.5036 -2.4622 6.6040 0.198
H 2.2818 1.2160 4.5268 0.444
H 1.6085 1.4028 2.1620 0.479
H -1.0701 -1.7767 2.5754 0.518
H -0.5766 -1.9855 4.9681 0.415
```

Computed properties:
2S+1 ... 5
Lowest unoccupied orbital energy (alpha / beta) ... -0.46864 / -0.56761 Eh
Highest occupied orbital energy (alpha / beta) ... -16.51 / -17.82 eV
Total charge ... +4
Max |F| ... 5.522 eV/A
Energy relative to the best compared isomer or geometry (same formula, charge and spin) ... 3.138 eV

---

Record 3
Below is C23H43N2OP3ReS as an isolated structure in a non-equilibrium geometry, with properties calculated with ωB97M-V with the def2-TZVPD basis set.

Geometry as XYZ:
```
74
Properties=species:S:1:pos:R:3:mulliken_charge:R:1
Re -0.4984 1.1877 -0.0174 0.657
P 0.1323 -1.1986 -0.5587 0.958
P 1.5280 1.0486 1.3881 0.789
P -1.4862 1.1144 -2.1317 1.071
H -0.7107 4.8168 0.0144 0.618
C -0.8549 3.7995 -0.4281 -0.966
C -1.3257 2.8737 0.6757 -0.711
H -1.0012 3.1957 1.6809 0.688
C 1.5801 -1.4944 -1.6733 -1.299
C 0.5346 -2.4068 0.7753 -1.238
C -1.1542 -2.2726 -1.3318 -1.218
C 1.8764 2.5726 2.4112 -1.290
C 1.7801 -0.2170 2.7382 -1.480
C 3.1869 0.8395 0.5225 -1.285
C -2.1283 2.5087 -3.1933 -1.781
C -3.1713 0.3275 -2.0085 -1.496
C -0.6636 0.2509 -3.5847 -1.261
H -1.4473 3.8780 -1.3613 0.115
H -2.4241 2.7926 0.7577 0.700
H 1.6702 -2.5807 -1.8143 0.490
H 2.5064 -1.1116 -1.2288 0.276
H 1.4426 -1.0188 -2.6511 0.370
H 0.4393 -3.4186 0.3566 0.587
H -0.1855 -2.3082 1.5966 0.171
H 1.5527 -2.2860 1.1585 0.414
H -0.6647 -3.2179 -1.6024 0.692
H -1.6072 -1.8533 -2.2309 0.359
H -1.9563 -2.4940 -0.6135 0.153
H 2.3118 2.3260 3.3872 0.556
H 0.9872 3.1820 2.6062 0.310
H 2.6127 3.1779 1.8636 0.370
H 2.5772 -0.9175 2.4555 0.444
H 0.8627 -0.7750 2.9525 0.320
H 2.0869 0.2959 3.6586 0.567
H 3.9522 1.4511 1.0136 0.470
H 3.1597 1.1488 -0.5273 0.439
H 3.5340 -0.2005 0.5480 0.571
H -2.6065 2.1096 -4.0963 0.627
H -1.2692 3.0974 -3.5364 0.456
H -2.8461 3.1455 -2.6720 0.554
H -3.7256 0.4823 -2.9452 0.537
H -3.7051 0.8354 -1.1958 0.445
H -3.1209 -0.7412 -1.7816 0.385
H -1.1608 0.5089 -4.5342 0.537
H -0.6826 -0.8373 -3.4789 0.354
H 0.3850 0.5718 -3.6473 0.273
C 2.4062 3.9226 -1.2586 0.703
C 2.8011 3.5417 -2.5496 -0.154
C 4.0708 3.8982 -2.9953 -0.813
C 4.8867 4.6716 -2.1408 -0.382
C 4.4479 5.1322 -0.8875 -0.966
C 3.2001 4.7434 -0.4284 -0.362
S 0.9784 3.1488 -0.6712 0.362
H 0.7769 1.8287 -1.3480 0.036
H 2.1160 2.8653 -3.0635 0.386
H 4.3816 3.5480 -3.9855 0.463
H 5.8632 5.0008 -2.4905 0.463
H 5.0641 5.7874 -0.2559 0.464
H 2.8123 5.0252 0.5483 0.545
N -4.3954 -3.1845 3.0931 -0.412
C -3.6943 -2.5254 2.1181 0.438
O -3.5301 -3.0113 0.9924 -0.607
C -3.0298 -1.2646 2.5217 0.246
C -2.7970 -0.8785 3.8504 -0.661
C -2.0066 0.2477 4.0740 -1.058
C -1.4042 0.8919 2.9856 -0.105
N -1.5719 0.4425 1.7221 0.191
C -2.4870 -0.5019 1.4810 0.125
H -4.9598 -3.9591 2.7819 0.302
H -4.7634 -2.6991 3.8956 0.205
H -3.1917 -1.4527 4.6899 0.464
H -1.7959 0.6447 5.0723 0.506
H -0.7948 1.7889 3.1480 0.176
H -2.7608 -0.6635 0.4386 0.148
```

Computed properties:
2S+1 ... 4
Lowest unoccupied orbital energy (alpha / beta) ... -0.52278 / -0.54858 Eh
Highest occupied orbital energy (alpha / beta) ... -19.97 / -19.97 eV
Total charge ... +4
Max |F| ... 6.126 eV/A
Energy relative to the best compared isomer or geometry (same formula, charge and spin) ... 0.881 eV